{
  "formula": "C63H70B2Cl3F17N10O9S3",
  "method": "the ωB97M-V functional and the def2-TZVPD basis",
  "symbols": ["C", "N", "C", "C", "C", "C", "C", "C", "C", "C", "N", "C", "C", "C", "H", "H", "H", "H", "H", "H", "H", "H", "H", "H", "H", "H", "H", "H", "C", "N", "C", "C", "C", "C", "C", "C", "C", "C", "N", "C", "C", "C", "H", "H", "H", "H", "H", "H", "H", "H", "H", "H", "H", "H", "H", "H", "C", "N", "C", "C", "C", "C", "C", "C", "C", "C", "N", "C", "C", "C", "H", "H", "H", "H", "H", "H", "H", "H", "H", "H", "H", "H", "H", "H", "C", "N", "C", "C", "C", "C", "C", "C", "C", "C", "N", "C", "C", "C", "H", "H", "H", "H", "H", "H", "H", "H", "H", "H", "H", "H", "H", "H", "C", "N", "C", "C", "C", "C", "C", "C", "C", "C", "N", "C", "C", "C", "H", "H", "H", "H", "H", "H", "H", "H", "H", "H", "H", "H", "H", "H", "B", "F", "F", "F", "F", "B", "F", "F", "F", "F", "C", "F", "F", "F", "S", "O", "O", "O", "C", "F", "F", "F", "S", "O", "O", "O", "C", "F", "F", "F", "S", "O", "O", "O", "Cl", "Cl", "Cl"],
  "xyz": [[-1.0503, -4.6674, -3.4199], [-1.6819, -4.0380, -2.2455], [-2.5675, -3.0820, -2.4142], [-3.1476, -2.5288, -1.2249], [-2.8055, -3.0266, 0.0391], [-1.9304, -4.0885, 0.0551], [-1.3175, -4.6162, -1.0850], [-3.4807, -2.4930, 1.3178], [-3.8221, -3.3405, 2.3761], [-4.3647, -2.8827, 3.5690], [-4.7874, -1.5996, 3.6272], [-4.6202, -0.7958, 2.5600], [-3.9434, -1.1803, 1.3952], [-5.3024, -1.0713, 4.9310], [-1.5667, -4.3349, -4.3204], [-1.0929, -5.7460, -3.2686], [0.0012, -4.3864, -3.3618], [-2.6582, -2.6403, -3.3956], [-3.7751, -1.6570, -1.3378], [-1.5544, -4.4958, 0.9820], [-0.5346, -5.3601, -1.0944], [-3.5774, -4.3857, 2.2575], [-4.4752, -3.4911, 4.4544], [-4.9884, 0.2080, 2.7125], [-3.8926, -0.4605, 0.5916], [-5.6301, -0.0598, 4.6912], [-4.4454, -0.9840, 5.5988], [-6.1388, -1.7314, 5.1609], [-7.3611, 5.6432, -7.1435], [-6.1583, 5.2653, -6.3186], [-5.6677, 3.9912, -6.3916], [-4.5178, 3.6590, -5.6604], [-3.7851, 4.6816, -4.9919], [-4.2912, 5.9576, -4.9942], [-5.4910, 6.2170, -5.5773], [-2.4877, 4.4647, -4.1955], [-1.2713, 4.9433, -4.6168], [-0.1738, 4.9351, -3.7443], [-0.2784, 4.5448, -2.4360], [-1.5204, 4.1095, -2.0268], [-2.6114, 4.0417, -2.9071], [0.7818, 4.6592, -1.3930], [-7.8108, 4.7519, -7.5811], [-7.0679, 6.4182, -7.8518], [-8.0449, 6.0440, -6.3953], [-6.3626, 3.2769, -6.8080], [-4.2209, 2.6267, -5.5476], [-3.7142, 6.7483, -4.5379], [-6.0111, 7.1518, -5.4287], [-1.1169, 5.2702, -5.6346], [0.7888, 5.3789, -3.9513], [-1.6045, 3.7792, -1.0020], [-3.5757, 3.7773, -2.4988], [0.4700, 4.5192, -0.3580], [1.0580, 5.7135, -1.3738], [1.7732, 4.2530, -1.5936], [3.2820, 1.7016, 0.1978], [4.3663, 0.9909, -0.4153], [5.0672, 1.5587, -1.4361], [5.9592, 0.8520, -2.2047], [6.0578, -0.5307, -2.0193], [5.3434, -1.0985, -0.9486], [4.4725, -0.3635, -0.2251], [6.8909, -1.5030, -2.7740], [8.3002, -1.4748, -2.6529], [9.0833, -2.2934, -3.4280], [8.5123, -3.1879, -4.2638], [7.1509, -3.3242, -4.3727], [6.3227, -2.5712, -3.5726], [9.3528, -3.9517, -5.2192], [3.4044, 2.7837, 0.1498], [3.2202, 1.5129, 1.2695], [2.3165, 1.3695, -0.1838], [4.8090, 2.5851, -1.6512], [6.5174, 1.3689, -2.9713], [5.6194, -2.0850, -0.6065], [3.9679, -0.8907, 0.5711], [8.8905, -0.8242, -2.0247], [10.1566, -2.3622, -3.3297], [6.8578, -4.0892, -5.0764], [5.2555, -2.5425, -3.7359], [10.3850, -3.8899, -4.8747], [9.1927, -3.6036, -6.2396], [9.0860, -4.9979, -5.0697], [-0.4566, 0.1907, 3.3868], [-0.2286, 0.0341, 1.9493], [0.4452, -1.1072, 1.6084], [0.6927, -1.4718, 0.3181], [0.2491, -0.6839, -0.7052], [-0.4799, 0.5068, -0.3943], [-0.6799, 0.8384, 0.9784], [0.5519, -0.9707, -2.1916], [1.8185, -1.3906, -2.6009], [2.0167, -1.7161, -3.9956], [1.1215, -1.3805, -4.9218], [-0.0716, -0.8445, -4.5319], [-0.3771, -0.6658, -3.1619], [1.3962, -1.5231, -6.3554], [-1.4169, -0.2667, 3.6246], [-0.5705, 1.2625, 3.5497], [0.3067, -0.2702, 4.0137], [0.7220, -1.7387, 2.4396], [1.1575, -2.4125, 0.0621], [-0.8828, 1.2025, -1.1155], [-1.1758, 1.7072, 1.3854], [2.6236, -1.4641, -1.8849], [2.9844, -2.0806, -4.3072], [-0.7038, -0.5247, -5.3471], [-1.3771, -0.2826, -3.0226], [1.3073, -2.5662, -6.6590], [2.4385, -1.2243, -6.4672], [0.6705, -0.8708, -6.8412], [0.1891, 5.6084, 6.1521], [-0.0251, 4.2174, 6.6780], [0.8347, 3.2818, 6.2114], [0.6216, 1.9762, 6.5923], [-0.4344, 1.5982, 7.4255], [-1.3227, 2.5810, 7.8361], [-1.0633, 3.8582, 7.4760], [-0.6385, 0.1709, 7.7647], [-1.8545, -0.4524, 7.8314], [-1.9494, -1.7116, 8.3697], [-0.8486, -2.4475, 8.6671], [0.3394, -1.8496, 8.5917], [0.4946, -0.5799, 8.1074], [-1.0037, -3.6924, 9.3959], [0.5092, 6.0957, 7.0731], [-0.7482, 5.9927, 5.7496], [0.8646, 5.5140, 5.3019], [1.6198, 3.6352, 5.5594], [1.2598, 1.2493, 6.1120], [-2.2051, 2.2271, 8.3485], [-1.7730, 4.6475, 7.6754], [-2.7728, 0.0415, 7.5500], [-2.9296, -2.1416, 8.5135], [1.1580, -2.4475, 8.9644], [1.4739, -0.1274, 8.0556], [-0.0574, -4.2217, 9.5070], [-1.7438, -4.3281, 8.9099], [-1.3934, -3.4007, 10.3712], [2.9963, -4.4201, -1.2501], [3.4040, -3.5126, -0.2340], [3.3921, -5.6976, -0.9084], [1.6869, -4.4705, -1.3774], [3.4754, -4.0272, -2.4898], [-0.3619, -4.6968, -6.7283], [-1.0922, -5.7502, -6.2852], [0.7412, -4.7057, -5.8344], [0.1047, -4.9512, -7.9833], [-0.8952, -3.4413, -6.6093], [-0.1629, -3.7718, 5.3960], [-0.3683, -4.4312, 6.5077], [-0.9794, -2.7198, 5.2306], [1.1047, -3.2848, 5.4201], [-0.4471, -4.8772, 3.8768], [-1.9069, -4.9466, 3.7437], [0.2145, -4.1749, 2.7969], [0.2066, -6.1463, 4.2290], [-3.3855, 3.9453, 4.1966], [-2.1139, 4.1145, 4.4927], [-4.1918, 4.9274, 4.6353], [-3.5029, 3.9722, 2.8762], [-3.9984, 2.2508, 4.9659], [-3.8346, 2.4702, 6.4121], [-5.4115, 2.1208, 4.5398], [-3.1445, 1.1850, 4.3934], [2.0008, 2.6011, -5.7858], [3.0323, 3.0700, -6.5507], [1.0407, 3.5471, -5.5925], [1.5313, 1.5148, -6.3634], [2.6636, 2.1869, -4.0343], [1.5334, 1.6199, -3.2557], [3.7808, 1.3398, -4.2127], [3.0402, 3.4675, -3.4314], [-3.6319, -0.1754, -4.5645], [3.1333, -0.0653, 4.3983], [1.2477, 3.3256, 2.6931]],
  "forces_ev_per_a": [[0.4, 0.1, -0.2], [0.9, -2.2, -0.8], [-0.5, 1.6, 2.8], [0.7, 0.0, -1.0], [-1.3, 0.5, -0.3], [1.9, -1.4, 0.6], [-1.7, 2.2, 1.1], [-0.3, 0.0, -1.1], [0.7, -0.6, 0.1], [0.0, 0.4, -1.3], [1.0, -0.5, -0.1], [0.3, 0.4, -0.1], [-0.7, -0.1, 1.2], [-0.1, 0.3, -1.7], [0.4, -0.2, 0.0], [-0.2, 0.1, -0.4], [0.0, 0.0, -0.5], [-0.5, 0.0, -0.2], [-0.3, -0.1, -0.2], [-0.2, 0.0, 0.4], [-0.1, 0.0, 0.0], [0.1, 0.0, 0.4], [-0.1, -0.1, -0.1], [0.0, 0.1, -0.1], [0.3, 0.0, 0.0], [-0.3, -0.1, 0.4], [-0.4, -0.4, 0.2], [0.3, 0.2, 0.7], [0.3, 0.2, 1.5], [1.3, -0.2, 0.0], [0.1, 1.0, 1.8], [0.1, 0.8, 0.3], [0.5, -1.8, -0.7], [0.4, 0.4, 0.1], [-1.6, -0.6, -1.2], [-1.5, 0.6, -1.0], [1.4, -0.3, 0.2], [0.0, 0.4, 1.4], [-2.2, -0.9, -0.2], [0.5, -0.3, -1.1], [0.8, -0.1, 2.2], [1.0, 2.0, -0.1], [0.3, 0.2, -0.1], [-0.1, -0.3, -0.1], [-0.3, 0.2, -0.4], [0.4, -0.2, -0.4], [0.1, -0.4, -0.2], [-0.3, 0.2, 0.2], [0.1, 0.2, -0.4], [0.1, 0.2, 0.0], [0.1, -0.2, -0.5], [0.1, 0.2, 0.1], [0.0, -0.3, 0.0], [-0.5, -0.8, -0.3], [-0.3, 0.4, -0.2], [-0.6, -1.1, -0.6], [-1.1, 0.9, 1.7], [0.4, -1.7, -2.1], [-0.7, 0.0, 1.0], [0.3, -1.0, -0.4], [-0.4, -0.1, 0.9], [1.3, -0.2, -0.9], [0.2, 1.1, 1.0], [1.2, -1.0, -0.8], [-0.4, 0.2, -0.4], [-0.8, -1.3, -0.2], [-0.5, 0.5, -0.5], [1.3, 0.1, 0.9], [0.5, 2.4, 0.1], [0.1, -0.6, 1.0], [0.0, -0.2, -0.4], [0.3, -0.3, 0.2], [0.1, 0.2, -0.5], [0.2, 0.1, 0.1], [-0.2, 0.0, -0.1], [-0.7, -0.4, -0.2], [-0.5, 0.6, 0.4], [-0.6, 0.4, 0.3], [0.0, 0.3, -0.2], [-0.4, 0.1, 0.0], [-0.1, -0.6, 0.3], [0.0, 0.3, -0.4], [0.1, -0.1, 0.2], [-0.1, 0.0, -0.5], [-1.2, 1.0, 0.3], [1.5, -2.4, -0.9], [-0.4, 0.4, 1.1], [0.1, -0.7, -0.4], [-0.9, 2.3, -2.2], [0.3, -0.4, 2.1], [0.2, -0.4, -0.8], [0.4, 0.3, 1.3], [-0.7, -0.8, -2.0], [0.5, 1.2, 2.7], [-1.2, 0.1, 1.2], [0.8, -0.2, 1.2], [-0.3, -0.4, -2.5], [0.4, -0.2, 0.2], [-0.1, -0.1, -0.1], [0.3, -0.1, 0.3], [0.5, 0.3, -0.5], [0.2, -0.1, 0.0], [0.4, -0.2, 0.4], [0.2, -0.2, -0.3], [-0.1, 0.3, -0.4], [0.1, -0.5, -0.2], [-0.2, -0.2, -0.2], [-0.4, -0.2, 0.3], [-0.2, 0.1, 0.4], [-0.3, 0.0, 0.1], [-0.2, 0.3, -0.4], [0.4, -0.3, -0.4], [-0.8, -1.0, 0.9], [0.2, -1.0, -0.8], [-1.0, 0.4, 0.8], [0.3, -0.7, -0.3], [0.4, 0.3, -1.2], [0.2, -1.5, 0.2], [-0.4, 1.8, -0.9], [1.8, 0.2, -0.1], [-1.1, -0.2, 0.5], [0.1, -0.5, -0.8], [-1.0, 1.6, 0.3], [0.9, -0.6, -0.2], [-0.3, 0.5, 0.0], [-0.5, -0.6, 0.6], [0.3, 0.9, -0.7], [0.0, 0.0, 0.4], [0.3, 0.3, 0.4], [0.0, -0.4, -0.2], [0.4, -0.4, 0.0], [-0.1, 0.8, 0.2], [0.1, 0.1, 0.2], [-0.1, 0.2, 0.0], [0.2, -0.4, 0.1], [0.2, 0.1, -0.2], [0.1, -0.2, 0.0], [-0.1, 0.2, -0.2], [0.2, 0.0, -0.1], [0.1, -0.3, 0.1], [2.1, -1.2, 0.9], [0.1, 0.7, -0.2], [1.0, -0.4, 0.1], [-4.5, 0.7, 0.1], [1.4, 0.9, -1.1], [1.9, -1.0, 0.4], [-2.1, -0.8, 0.4], [1.5, 0.7, 0.8], [0.2, 0.3, -1.4], [-1.3, 1.3, 0.1], [1.6, -0.5, -3.1], [-0.6, 0.1, 1.2], [-0.5, 0.6, 1.1], [-0.9, -0.3, 0.2], [1.1, -2.6, 0.3], [0.5, 0.4, 0.4], [-0.3, 0.8, -0.1], [-1.1, 1.8, 0.0], [-1.9, -1.6, 0.3], [0.4, 0.6, 0.5], [0.9, -0.2, 0.5], [0.1, -0.4, -0.7], [-1.2, -0.1, 0.0], [0.3, -0.2, -1.3], [1.8, 0.4, 0.2], [-0.4, 1.2, 0.5], [2.0, 0.2, 1.6], [-1.6, -0.1, 0.8], [0.6, -0.7, -1.2], [-0.6, 0.2, -0.2], [-2.2, 1.7, 2.6], [0.7, 0.3, -1.7], [1.4, -1.8, -1.0], [-0.2, 0.3, -0.9], [0.3, 0.4, 0.3], [-0.5, 0.1, 0.0], [-0.4, 0.1, -0.2]],
  "mulliken_charge": [-1.4613, 0.2465, -0.1985, -0.9035, 1.3331, -0.3152, -0.5757, 1.0671, -0.6972, -0.5091, 0.1209, -0.7048, -0.7259, -1.1364, 0.4664, 0.4186, 0.4262, 0.4089, 0.5584, 0.1037, 0.4685, 0.5847, 0.5191, 0.6049, 0.5050, 0.3562, 0.2383, 0.4886, -0.8797, 0.0487, -0.1651, -0.4480, 0.0832, -0.4727, -0.4927, 0.8111, -0.6246, -0.4321, 0.3703, -0.7573, -0.5664, -0.8479, 0.3112, 0.3375, 0.3773, 0.4249, 0.4771, 0.5059, 0.4462, 0.5844, 0.4848, 0.7886, 0.5324, 0.4106, 0.4636, 0.1266, -0.6805, 0.3078, -0.3628, -0.5305, 0.9387, -0.2914, -0.9010, 0.3268, -1.0136, -0.1255, 0.0434, -0.3847, -0.3745, -0.9489, 0.3490, 0.4080, -0.0390, 0.5741, 0.5311, 0.5875, 0.5622, 0.5025, 0.4036, 0.5470, 0.3639, 0.3139, 0.3292, 0.4085, -0.6891, 1.3726, -0.7008, -0.6753, 1.2959, -0.9599, -1.0016, 0.7968, 0.8731, -1.8556, 1.3748, -0.5882, -1.1121, -1.1046, 0.2001, -0.0507, -0.0147, 0.5273, 0.2107, 0.4702, 0.6692, -0.0133, 0.3326, 0.5912, 0.3757, 0.2113, 0.3710, 0.3087, -0.8975, 0.1378, -0.6634, -0.6627, 0.8584, -0.3796, -0.5459, 0.6365, -0.2006, -0.5509, 0.3141, -0.3694, -0.6522, -0.9637, 0.3954, 0.3287, 0.2780, 0.6651, 0.1288, 0.4873, 0.4073, 0.3980, 0.4514, 0.3923, 0.5586, 0.3200, 0.3362, 0.4238, -0.0861, -0.3319, -0.3251, 0.2328, -0.3258, 0.4714, -0.3543, -0.3903, -0.3523, -0.3357, 0.3372, -0.2611, 0.0437, -0.2329, 1.3032, -0.6874, -0.6153, -0.7167, 0.4300, -0.1047, -0.2529, -0.2417, 1.1858, -0.6844, -0.7336, -0.3106, 0.2368, -0.2081, -0.1304, -0.1570, 1.2303, -0.3025, -0.6632, -0.7581, -0.7506, -0.7376, -0.6985],
  "homo_ev": -9.96,
  "total_charge": 2,
  "orbital_gap_ev": 4.16
}

***

{
  "formula": "C2H2BrO2S2",
  "method": "the ωB97M-V functional and the def2-TZVPD basis",
  "symbols": ["C", "C", "O", "O", "S", "S", "Br", "H", "H"],
  "xyz": [[0.0955, -1.1092, 0.2443], [-0.4797, 0.4353, -0.1239], [-0.1389, -2.0616, -0.4773], [0.7348, -1.1337, 1.3212], [-0.1279, 0.9852, -1.8184], [0.4156, 1.6313, 0.9657], [-2.3761, 0.4647, 0.0368], [1.0650, 0.3553, -1.9180], [0.8116, 0.4325, 1.7697]],
  "forces_ev_per_a": [[0.1, 0.3, 0.7], [2.3, -0.2, 0.4], [-0.6, 0.4, -1.0], [0.1, 0.5, 0.4], [0.1, -0.6, -0.6], [-0.3, -1.6, 0.9], [-0.9, 0.0, 0.3], [-0.2, 0.2, 0.1], [-0.5, 1.0, -1.1]],
  "mulliken_charge": [0.4909, 0.0985, -0.6274, -0.6994, -0.2236, -0.3324, -0.1232, 0.1315, 0.2852],
  "homo_ev": -4.69,
  "total_charge": -1,
  "orbital_gap_ev": 7.87
}

***

{
  "formula": "C4H6NO2",
  "method": "the ωB97M-V functional and the def2-TZVPD basis",
  "symbols": ["C", "C", "O", "C", "C", "N", "O", "H", "H", "H", "H", "H", "H"],
  "xyz": [[-0.6645, 1.2363, -1.1026], [0.0312, 0.9625, 0.2073], [0.1581, 1.6847, 1.1479], [0.6442, -0.4518, 0.4644], [-0.3910, -1.4463, 0.8338], [1.9051, -0.6875, 0.0692], [2.9748, -0.3368, -0.2436], [-0.3456, 0.5295, -1.8872], [-0.4571, 2.3124, -1.2703], [-1.8464, 1.1616, -0.8764], [-0.3950, -1.4599, 1.9437], [-1.4028, -1.1226, 0.4629], [-0.2111, -2.3821, 0.2510]],
  "forces_ev_per_a": [[-2.1, 0.0, 1.1], [0.6, 1.7, 0.5], [-0.3, -0.5, -0.8], [4.3, -2.1, -2.1], [-0.6, -0.6, -0.3], [-3.8, 3.1, 0.5], [-1.2, -1.2, 0.8], [-0.3, 0.6, 0.2], [-0.1, -0.7, -0.4], [2.7, 0.0, -0.7], [-0.2, -0.7, -0.6], [1.0, 0.1, 0.5], [0.1, 0.3, 1.2]],
  "mulliken_charge": [-0.8959, 0.4770, -0.3487, 0.5118, -0.9449, 0.4180, -0.2730, 0.3524, 0.3414, 0.3226, 0.3134, 0.3463, 0.3796],
  "homo_ev": [-15.79, -15.79],
  "total_charge": 1,
  "smiles": "CC(=O)C(C)=[N+]=O",
  "orbital_gap_ev": [7.85, 7.85]
}